Entry 1:
Entry from the OMol25 dataset: a structure of composition C31H54CdN3OP2 at a distorted geometry (wB97M-V/def2-TZVPD).

Geometry as XYZ:
```
92
Properties=species:S:1:pos:R:3:lowdin_charge:R:1
C -1.074 1.348 -2.222 -0.386
C -2.546 1.123 -0.401 -0.387
C -2.119 1.704 -3.076 -0.075
C -3.602 1.642 -1.196 -0.047
C -3.390 1.914 -2.534 -0.072
H -1.897 1.844 -4.130 0.103
H -4.569 1.773 -0.711 0.110
H -4.196 2.279 -3.166 0.109
N -1.273 1.099 -0.924 -0.021
P 1.690 1.433 -1.580 1.042
P -1.737 -0.397 1.863 0.970
C 0.334 1.181 -2.809 -0.280
H 0.405 0.158 -3.212 0.074
H 0.464 1.847 -3.676 0.077
C 1.359 -0.859 2.512 -0.092
O 2.021 -1.357 3.299 0.089
C -2.817 0.580 0.882 -0.343
H -3.834 0.740 1.256 0.058
C -2.547 -2.149 1.631 -0.656
C -2.014 0.224 3.653 -0.691
C 3.199 0.413 -2.165 -0.685
C 1.934 3.308 -1.705 -0.693
C -1.473 -3.180 1.997 -0.109
H -1.077 -3.037 3.009 0.066
H -1.912 -4.187 1.950 0.093
H -0.635 -3.135 1.294 0.029
C -3.806 -2.333 2.476 -0.095
H -3.620 -2.321 3.555 0.065
H -4.570 -1.588 2.221 0.086
H -4.232 -3.320 2.235 0.093
C -2.977 -2.306 0.170 -0.101
H -3.455 -3.289 0.038 0.091
H -3.704 -1.538 -0.116 0.083
H -2.127 -2.244 -0.517 0.041
C -1.451 -0.826 4.628 -0.096
H -0.385 -1.018 4.442 0.047
H -1.550 -0.433 5.650 0.092
H -1.990 -1.780 4.590 0.063
C -1.240 1.540 3.828 -0.128
H -0.162 1.431 3.685 0.024
H -1.598 2.310 3.131 0.083
H -1.409 1.907 4.853 0.092
C -3.483 0.536 3.952 -0.096
H -4.152 -0.323 3.856 0.058
H -3.546 0.883 4.996 0.092
H -3.852 1.345 3.311 0.077
C 3.084 3.718 -0.775 -0.097
H 3.186 4.813 -0.815 0.095
H 2.880 3.432 0.263 0.040
H 4.049 3.288 -1.069 0.061
C 0.640 3.979 -1.213 -0.094
H -0.210 3.757 -1.871 0.080
H 0.387 3.675 -0.189 0.056
H 0.792 5.069 -1.220 0.095
C 2.208 3.783 -3.141 -0.081
H 2.194 4.883 -3.132 0.096
H 3.189 3.473 -3.512 0.062
H 1.435 3.458 -3.847 0.073
C 2.728 -0.723 -3.081 -0.114
H 2.360 -0.345 -4.045 0.092
H 3.586 -1.381 -3.295 0.098
H 1.948 -1.331 -2.606 0.029
C 3.832 -0.182 -0.893 -0.121
H 3.136 -0.850 -0.368 0.042
H 4.715 -0.773 -1.176 0.091
H 4.156 0.600 -0.192 0.077
C 4.246 1.230 -2.927 -0.094
H 3.845 1.642 -3.862 0.079
H 4.693 2.031 -2.326 0.066
H 5.065 0.547 -3.206 0.095
Cd 0.431 0.503 0.569 1.103
N 0.440 -1.499 -0.531 0.123
C 0.093 -2.548 -0.923 -0.120
C 0.180 -3.950 -1.480 -0.573
C -1.218 -4.521 -1.712 -0.047
C 0.918 -3.881 -2.816 -0.041
C 0.935 -4.808 -0.463 -0.030
H -1.769 -4.621 -0.770 0.073
H -1.790 -3.880 -2.392 0.101
H -1.148 -5.518 -2.165 0.102
H 1.945 -3.527 -2.665 0.081
H 0.972 -4.865 -3.303 0.105
H 0.392 -3.195 -3.493 0.100
H 1.056 -5.840 -0.818 0.105
H 1.934 -4.390 -0.284 0.096
H 0.388 -4.840 0.488 0.078
C 2.284 3.724 3.768 -0.025
C 1.803 2.892 2.693 -0.215
N 1.399 2.207 1.839 0.089
H 3.228 4.205 3.471 0.103
H 2.454 3.115 4.669 0.106
H 1.540 4.504 3.992 0.108
```

## Properties
**Total charge**: +1
**Frontier orbital gap**: 6.068 eV

***

Entry 2:
Entry from the OMol25 dataset: a structure of composition C31H54EuN3OP2 at a distorted geometry (wB97M-V/def2-TZVPD).

Geometry as XYZ:
```
92
Properties=species:S:1:pos:R:3:lowdin_charge:R:1
C 2.181 -1.287 -1.671 -0.367
C 1.158 0.664 -2.512 -0.357
C 3.113 -1.304 -2.718 -0.065
C 1.927 0.503 -3.716 -0.071
C 2.904 -0.457 -3.800 -0.080
H 3.896 -2.068 -2.684 0.112
H 1.740 1.187 -4.556 0.112
H 3.627 -0.463 -4.640 0.123
N 1.212 -0.352 -1.542 0.007
P 0.634 -2.645 0.239 1.030
P 0.013 2.548 -0.772 0.989
C 2.234 -2.430 -0.652 -0.281
H 2.547 -3.399 -1.103 0.096
H 2.987 -2.182 0.119 0.085
C 0.261 1.795 -2.310 -0.374
H 0.092 2.398 -3.241 0.062
C -1.650 3.538 -0.778 -0.662
C 1.524 3.629 -0.865 -0.699
C -0.432 -3.756 -0.994 -0.659
C 1.061 -3.515 1.835 -0.717
C -2.736 2.723 -0.064 -0.132
H -2.453 2.482 0.973 0.064
H -3.640 3.340 0.005 0.091
H -3.038 1.812 -0.586 0.036
C -1.473 4.835 0.007 -0.103
H -1.112 4.642 1.022 0.080
H -0.820 5.566 -0.474 0.065
H -2.449 5.320 0.114 0.091
C -2.072 3.805 -2.215 -0.090
H -2.968 4.442 -2.209 0.100
H -1.323 4.361 -2.787 0.079
H -2.302 2.867 -2.735 0.038
C 1.698 4.222 0.524 -0.108
H 1.614 3.452 1.303 0.055
H 2.702 4.655 0.592 0.089
H 0.967 5.004 0.746 0.061
C 2.746 2.771 -1.184 -0.080
H 2.820 1.900 -0.531 0.053
H 2.763 2.427 -2.217 0.074
H 3.642 3.382 -1.049 0.097
C 1.332 4.673 -1.956 -0.083
H 0.969 4.282 -2.917 0.072
H 0.661 5.496 -1.668 0.068
H 2.314 5.134 -2.159 0.096
C -0.249 -3.880 2.574 -0.094
H 0.002 -4.369 3.534 0.096
H -0.840 -2.975 2.792 0.061
H -0.889 -4.557 1.987 0.066
C 1.848 -2.515 2.715 -0.111
H 2.789 -2.185 2.240 0.077
H 1.246 -1.624 2.960 0.034
H 2.088 -3.016 3.671 0.096
C 1.930 -4.765 1.624 -0.089
H 2.814 -4.537 1.011 0.080
H 2.316 -5.087 2.606 0.092
H 1.380 -5.604 1.174 0.065
C -0.114 -3.381 -2.434 -0.095
H 0.905 -3.627 -2.744 0.087
H -0.793 -3.925 -3.098 0.097
H -0.271 -2.323 -2.642 0.052
C -1.898 -3.461 -0.699 -0.115
H -2.186 -2.444 -0.988 0.033
H -2.521 -4.159 -1.269 0.096
H -2.156 -3.566 0.359 0.066
C -0.129 -5.234 -0.812 -0.100
H 0.925 -5.486 -0.957 0.084
H -0.453 -5.631 0.151 0.068
H -0.686 -5.797 -1.570 0.095
Eu -0.688 -0.090 0.388 1.200
C 1.512 0.720 1.235 -0.160
O 2.532 0.814 1.779 0.082
N -2.141 -0.052 -1.732 0.050
C -1.945 0.476 -2.776 -0.167
C -2.259 0.446 -4.290 -0.566
C -1.581 1.562 -5.077 -0.056
C -1.697 -0.883 -4.792 -0.042
C -3.787 0.577 -4.317 -0.037
H -1.808 2.556 -4.676 0.073
H -0.488 1.438 -5.111 0.068
H -1.943 1.533 -6.125 0.105
H -2.040 -1.710 -4.160 0.077
H -1.994 -1.106 -5.831 0.105
H -0.588 -0.861 -4.738 0.089
H -4.180 0.852 -5.321 0.101
H -4.183 -0.406 -3.948 0.103
H -4.089 1.368 -3.574 0.096
C -0.302 0.180 5.336 -0.030
C -0.655 0.089 3.951 -0.199
N -0.927 0.015 2.808 0.041
H -0.907 0.986 5.772 0.106
H 0.770 0.419 5.456 0.111
H -0.545 -0.768 5.841 0.109
```

## Properties
**Spin multiplicity**: 8
**Total charge**: +1
**Frontier orbital gap (alpha / beta)**: 6.187 / 6.282 eV

***

Entry 3:
Entry from the OMol25 dataset: a cluster of 2 separate species, C31H54IN3O4 in total at a distorted geometry (wB97M-V/def2-TZVPD).

Geometry as XYZ:
```
93
Properties=species:S:1:pos:R:3:lowdin_charge:R:1
C -2.358 0.983 1.664 -0.108
O -1.179 1.846 1.488 -0.273
C -0.840 2.055 0.072 -0.210
C 0.714 2.568 0.013 -0.155
C 1.786 1.499 -0.611 -0.197
C 1.425 -0.081 -0.370 -0.231
C 1.547 -0.597 1.181 -0.118
C 1.224 -2.185 1.417 -0.377
C -0.350 -2.677 1.357 -0.141
C -1.132 -2.311 2.751 -0.177
O -2.602 -2.324 2.665 -0.130
C -3.100 -3.343 1.728 -0.149
O -3.126 -4.664 1.942 -0.017
C 1.965 -2.442 2.895 -0.060
C 3.475 -3.052 2.513 -0.199
C 4.762 -2.457 3.330 -0.156
C 5.644 -1.332 2.531 -0.176
C 6.713 -2.150 1.581 -0.146
C 6.574 -2.012 -0.075 -0.055
C 7.559 -2.829 -1.115 -0.067
C 8.720 -3.836 -0.522 -0.062
C 8.876 -3.948 1.113 -0.061
C 7.907 -3.148 2.184 -0.028
C 3.510 -3.183 0.879 -0.241
C 4.181 -4.496 0.164 -0.253
N 5.419 -5.038 0.846 -0.015
N 1.995 -3.231 0.583 -0.484
I 1.371 -3.625 -1.344 1.132
H -2.082 -0.072 1.234 0.077
H -2.560 0.936 2.836 0.122
H -3.331 1.430 1.189 0.105
H -1.103 1.166 -0.641 0.122
H -1.508 2.973 -0.295 0.126
H 0.728 3.517 -0.705 0.125
H 1.126 2.971 1.057 0.134
H 2.021 1.653 -1.754 0.121
H 2.819 1.694 -0.046 0.119
H 2.235 -0.702 -0.990 0.077
H 0.382 -0.422 -0.795 0.094
H 2.619 -0.309 1.563 0.121
H 0.747 0.008 1.827 0.143
H -0.405 -3.854 1.220 0.120
H -0.899 -2.198 0.441 0.110
H -0.754 -2.969 3.673 0.148
H -0.824 -1.196 3.024 0.136
H -3.495 -2.946 0.679 0.174
H 2.018 -1.425 3.490 0.142
H 1.424 -3.239 3.563 0.126
H 3.439 -4.174 2.861 0.143
H 4.433 -2.027 4.393 0.136
H 5.471 -3.365 3.566 0.108
H 5.026 -0.512 1.970 0.106
H 6.275 -0.753 3.364 0.132
H 5.699 -1.292 -0.446 0.085
H 7.347 -2.653 -2.274 0.091
H 9.388 -4.429 -1.286 0.088
H 9.703 -4.663 1.535 0.084
H 8.076 -3.306 3.337 0.093
H 3.792 -2.161 0.380 0.130
H 4.534 -4.140 -0.919 0.118
H 3.439 -5.417 0.043 0.109
H 5.333 -5.057 1.885 0.065
H 5.736 -5.949 0.446 0.096
H 1.751 -4.140 1.080 0.116
C -5.929 3.311 -4.507 -0.031
C -5.150 2.887 -3.231 -0.461
C -6.046 2.236 -2.135 -0.146
C -6.881 3.207 -1.318 -0.188
C -6.015 4.334 -0.766 -0.140
C -5.215 5.051 -1.884 -0.470
N -4.413 4.091 -2.732 -0.014
O -3.334 3.629 -1.955 -0.054
C -6.237 5.873 -2.725 -0.055
C -4.319 6.163 -1.258 -0.045
C -4.261 1.706 -3.769 -0.054
H -6.162 4.371 -4.578 0.052
H -5.339 3.129 -5.416 0.084
H -6.863 2.759 -4.605 0.090
H -5.407 1.685 -1.425 0.114
H -6.709 1.481 -2.582 0.123
H -7.701 3.600 -1.933 0.109
H -7.356 2.672 -0.486 0.116
H -6.658 5.050 -0.237 0.126
H -5.333 3.926 -0.007 0.119
H -5.751 6.349 -3.585 0.094
H -6.684 6.676 -2.126 0.091
H -7.086 5.290 -3.081 0.063
H -3.607 5.772 -0.514 0.077
H -4.926 6.912 -0.735 0.085
H -3.751 6.689 -2.034 0.088
H -3.544 2.046 -4.526 0.085
H -4.897 0.946 -4.243 0.090
H -3.705 1.192 -2.977 0.065
```

## Properties
**Spin multiplicity**: 2
**Total charge**: +1
**Frontier orbital gap**: 6.166 eV